Density functional theory data (ωB97M-V with the def2-TZVPD basis set) for C8H13N3O6 in the gas phase at a distorted geometry.

Geometry as ORCA input:
```
! wB97M-V def2-TZVPD RIJCOSX def2/J DEFGRID3
* xyz 0 1
O 4.356 -0.957 -0.940
O -2.568 2.435 -0.357
O 2.982 0.701 -1.368
O 1.088 1.767 0.192
O -4.028 -2.041 -0.776
O -1.967 1.298 1.498
N -2.655 -1.412 1.008
N -0.231 -0.119 0.092
N 1.701 -1.909 0.794
C 1.972 -0.513 1.157
C 0.997 0.478 0.307
C -3.177 -1.256 -0.362
C -1.227 0.493 -0.724
C -2.228 -0.407 -1.440
C 3.627 -0.069 -0.554
C 3.298 0.120 0.904
C -1.960 1.463 0.324
H -0.920 1.246 -1.403
H 0.026 -1.236 -0.219
H 1.500 -0.047 2.101
H 2.409 1.361 -0.965
H 4.245 -0.169 1.494
H -3.375 -2.049 1.546
H -2.932 -0.039 -2.325
H 2.748 -2.277 0.319
H 1.552 -2.539 1.698
H -1.571 -1.435 -1.904
H -2.238 -0.678 1.621
H 2.955 1.135 0.969
H -2.811 3.306 0.152
*
```

Values from the calculation:
Kohn-Sham gap = 0.377 Eh
HOMO level = -9.97 eV
Largest force on an atom = 0.12480 Eh/bohr



Density functional theory data (ωB97M-V with the def2-TZVPD basis set) for 2 unconnected molecules or ions with the total composition C8H13N4 at a distorted geometry.

Geometry as ORCA input:
```
! wB97M-V def2-TZVPD RIJCOSX def2/J DEFGRID3
* xyz 1 1
N 0.616 0.996 -0.182
N -0.385 -0.542 -2.081
N -0.673 1.684 -0.018
N 0.113 1.637 -2.747
C -0.083 -2.051 2.576
C 0.524 -0.101 0.822
C -1.574 0.926 0.939
C -0.741 -0.187 1.445
C 0.496 0.446 -2.169
C 1.157 -1.991 2.017
C -1.077 -1.224 2.234
C 1.476 -1.062 1.094
H 1.453 0.123 -2.305
H -0.468 2.630 0.378
H -2.437 0.525 0.186
H -0.783 1.891 -2.564
H -2.133 -1.315 2.646
H -2.053 1.428 1.747
H -1.324 -0.133 -1.869
H -0.238 -2.941 3.218
H 2.356 -0.953 0.651
H 0.738 2.433 -2.924
H -0.072 -1.414 -1.724
H 1.416 1.538 -0.050
H 1.973 -2.758 2.269
*
```

Values from the calculation:
Kohn-Sham gap = 0.356 Eh
HOMO level = -12.36 eV
Largest force on an atom = 0.08320 Eh/bohr



Density functional theory data (ωB97M-V with the def2-TZVPD basis set) for a gas-phase ion, C8H13N4S (charge -1) at a distorted geometry.

Geometry as ORCA input:
```
! wB97M-V def2-TZVPD RIJCOSX def2/J DEFGRID3
* xyz -1 1
S 4.724 -1.588 0.132
N 4.171 1.030 -0.028
N 3.212 1.889 -0.132
N 3.991 -0.163 -0.066
N 1.956 1.310 -0.156
C -0.632 0.951 1.622
C -1.523 -1.010 -1.650
C -1.604 -1.419 1.296
C -0.827 1.289 -1.065
C 1.785 0.088 -0.080
C -0.818 -0.131 -0.677
C -0.701 -0.350 0.863
C 0.505 -0.661 -0.083
H -1.224 1.806 1.305
H -1.586 -2.164 0.399
H -1.091 -0.863 -2.714
H 0.318 1.422 1.605
H -0.962 0.899 2.677
H 0.651 -1.782 -0.320
H -1.284 -1.778 2.291
H -1.724 1.903 -0.573
H -0.897 1.420 -2.116
H 0.207 1.747 -0.927
H -2.659 -0.853 -1.747
H -2.627 -0.931 1.705
H -1.360 -2.061 -1.558
*
```

Values from the calculation:
Kohn-Sham gap = 0.220 Eh
HOMO level = -2.92 eV
Largest force on an atom = 0.08047 Eh/bohr



Density functional theory data (ωB97M-V with the def2-TZVPD basis set) for C8H13NO in the gas phase at a distorted geometry.

Geometry as ORCA input:
```
! wB97M-V def2-TZVPD RIJCOSX def2/J DEFGRID3
* xyz 0 1
O -1.510 0.000 0.424
N 1.258 0.010 0.558
C -1.610 2.338 -0.183
C 0.598 1.177 0.248
C 0.587 -1.199 0.316
C 1.414 -2.408 -0.013
C 1.411 2.414 0.007
C -0.764 -1.140 0.094
C -1.615 -2.344 -0.161
C -0.762 1.133 0.081
H 1.186 3.175 0.762
H -2.675 -2.129 0.009
H 2.485 -2.183 -0.004
H -2.670 2.128 -0.008
H 1.202 2.824 -0.988
H 1.181 -2.803 -1.010
H 1.231 -3.194 0.728
H -1.499 -2.673 -1.199
H -1.349 3.170 0.478
H 2.270 0.008 0.534
H -1.356 -3.171 0.507
H 2.485 2.208 0.044
H -1.499 2.657 -1.223
*
```

Values from the calculation:
Kohn-Sham gap = 0.271 Eh
HOMO level = -6.44 eV
Largest force on an atom = 0.04912 Eh/bohr



Density functional theory data (ωB97M-V with the def2-TZVPD basis set) for C8H13NO in the gas phase at a distorted geometry.

Geometry as ORCA input:
```
! wB97M-V def2-TZVPD RIJCOSX def2/J DEFGRID3
* xyz 0 1
O 0.731 -1.860 -0.036
N 1.733 0.384 0.031
C -1.149 -2.680 1.241
C -0.559 -0.279 1.203
C 1.884 -1.063 0.103
C 0.886 0.960 -0.755
C -0.897 0.809 1.823
C -0.334 -1.510 0.806
C 0.049 0.360 -1.835
C 0.851 2.489 -0.497
H -0.890 0.366 -1.428
H -0.409 -3.374 1.705
H 0.082 0.803 -2.788
H -1.424 1.576 1.329
H -1.658 -3.273 0.524
H 1.556 2.925 -1.271
H 2.497 -1.324 -0.666
H 1.281 2.490 0.447
H -0.304 1.008 2.643
H -0.137 2.947 -0.512
H 2.445 -1.193 1.010
H -1.875 -2.549 2.039
H 0.419 -0.573 -2.043
*
```

Values from the calculation:
Kohn-Sham gap = 0.356 Eh
HOMO level = -8.76 eV
Largest force on an atom = 0.06182 Eh/bohr



Density functional theory data (ωB97M-V with the def2-TZVPD basis set) for a molecular structure, C8H13NO at a distorted geometry.

Geometry as ORCA input:
```
! wB97M-V def2-TZVPD RIJCOSX def2/J DEFGRID3
* xyz 0 1
O 2.703 1.287 -0.172
N -0.127 -1.807 -1.277
C 1.938 0.518 -0.646
C 1.824 -1.027 1.254
C 1.123 -1.748 -1.037
C -0.831 0.528 -1.272
C -0.351 -0.601 -0.496
C -1.327 -0.788 0.737
C -0.827 1.834 -0.565
C 1.251 -0.622 -0.042
H 0.196 2.201 -0.304
H -1.310 2.647 -1.078
H 2.694 -1.800 1.253
H 1.542 0.645 -1.594
H 1.931 -2.321 -1.471
H -1.415 1.756 0.505
H -1.195 -0.052 1.593
H -1.747 0.239 -1.659
H -0.106 0.644 -2.082
H -1.525 -1.863 0.937
H 1.044 -1.681 1.708
H 2.076 -0.092 1.835
H -2.354 -0.508 0.275
*
```

Values from the calculation:
Kohn-Sham gap = 0.379 Eh
HOMO level = -9.59 eV
Largest force on an atom = 0.09676 Eh/bohr



Density functional theory data (ωB97M-V with the def2-TZVPD basis set) for 2 unconnected molecules or ions with the total composition C8H13NO2 at a distorted geometry.

Geometry as ORCA input:
```
! wB97M-V def2-TZVPD RIJCOSX def2/J DEFGRID3
* xyz 0 1
O -1.506 -0.104 -0.065
O 2.658 -2.293 0.309
N 2.143 0.987 -0.403
C 1.727 2.138 0.344
C -2.154 1.123 -0.472
C -5.055 -0.868 -0.096
C -3.907 -0.544 0.184
C 3.302 0.205 0.134
C 1.322 -0.213 -0.223
C 2.548 -1.106 -0.395
C -2.746 0.295 0.522
H 0.764 2.420 -0.059
H -2.343 1.055 -1.566
H 3.366 0.274 1.296
H 0.490 -0.395 -0.893
H 1.648 1.980 1.403
H 1.719 -2.560 0.521
H 4.266 0.381 -0.358
H -6.065 -1.151 -0.334
H 2.417 3.000 0.155
H -1.719 2.080 -0.210
H 2.886 -1.330 -1.456
H -2.800 0.613 1.567
H 0.937 -0.295 0.814
*
```

Values from the calculation:
Kohn-Sham gap = 0.353 Eh
HOMO level = -8.81 eV
Largest force on an atom = 0.05440 Eh/bohr



Density functional theory data (ωB97M-V with the def2-TZVPD basis set) for 2 unconnected molecules or ions with the total composition C8H13NSi at a distorted geometry.

Geometry as ORCA input:
```
! wB97M-V def2-TZVPD RIJCOSX def2/J DEFGRID3
* xyz 0 1
Si -2.727 1.032 0.119
N -1.307 0.399 0.900
C 0.321 1.600 -0.525
C 0.940 -0.005 1.322
C -1.286 -2.244 -0.302
C -0.122 0.731 0.571
C 2.221 0.038 0.940
C 1.851 1.769 -0.676
C 2.697 0.912 -0.092
C -0.044 -2.731 -0.339
H 0.068 1.049 -1.540
H -1.889 -1.978 -1.106
H -0.407 2.385 -0.552
H 3.687 0.967 -0.304
H 0.581 -3.283 0.347
H -1.825 -2.416 0.646
H -2.649 0.089 -1.151
H -3.810 0.789 1.202
H 2.347 2.382 -1.317
H 3.042 -0.499 1.513
H 0.559 -2.741 -1.180
H -2.943 2.428 -0.565
H 0.698 -0.674 2.092
*
```

Values from the calculation:
Kohn-Sham gap = 0.318 Eh
HOMO level = -8.59 eV
Largest force on an atom = 0.07551 Eh/bohr



Q: The highest Kohn-Sham gap belongs to which entry?
A: number 6